{
  "formula": "C43H45Br2F2N13O6SeSr",
  "method": "ωB97M-V/def2-TZVPD",
  "species": ["Sr", "C", "N", "C", "C", "N", "C", "C", "N", "C", "C", "N", "C", "N", "C", "C", "C", "N", "C", "H", "H", "H", "H", "H", "H", "H", "H", "H", "H", "H", "H", "H", "H", "H", "H", "H", "H", "H", "H", "H", "H", "H", "H", "Br", "C", "C", "C", "C", "C", "C", "N", "C", "C", "C", "C", "C", "C", "N", "H", "H", "H", "H", "H", "H", "H", "H", "H", "C", "O", "C", "C", "C", "Br", "C", "C", "C", "O", "C", "N", "C", "C", "C", "C", "C", "C", "N", "H", "H", "H", "H", "H", "H", "H", "H", "H", "H", "H", "F", "C", "F", "H", "N", "C", "C", "C", "N", "C", "N", "O", "Se", "O", "O", "O"],
  "coordinates": [[-1.40193, -0.36295, -0.13683], [1.54590, -3.87269, 3.66733], [2.11715, -2.54796, 3.62568], [2.67488, -2.06092, 4.87178], [3.05780, -0.63834, 4.51617], [2.05049, -0.30887, 3.52904], [2.26471, 0.88126, 2.74285], [1.63692, -1.47463, 2.87496], [0.95302, -1.42802, 1.80231], [0.55203, -2.63576, 1.10432], [1.63958, -3.24434, 0.21405], [1.50572, -2.78879, -1.15308], [2.38855, -3.00377, -2.03627], [2.18062, -2.62581, -3.36543], [1.15646, -1.65214, -3.65469], [3.46176, -2.50416, -4.02511], [4.25806, -3.57786, -3.30569], [3.68025, -3.55116, -1.97272], [4.04813, -4.66119, -1.12598], [2.15984, -4.47089, 4.34336], [1.57106, -4.35563, 2.69440], [0.51338, -3.88285, 4.03819], [3.52935, -2.66863, 5.17580], [1.92020, -2.07883, 5.67392], [4.06208, -0.61179, 4.07716], [3.01303, 0.04160, 5.36998], [2.15237, 1.76696, 3.37498], [1.53226, 0.91809, 1.94537], [3.26956, 0.89089, 2.29666], [-0.29276, -2.37189, 0.47544], [0.11737, -3.38925, 1.76128], [1.53986, -4.33741, 0.25926], [2.61246, -2.97879, 0.65034], [0.24826, -1.91723, -3.11536], [0.95447, -1.65744, -4.72864], [1.46957, -0.64699, -3.35062], [3.91589, -1.51570, -3.86914], [3.37217, -2.68660, -5.09802], [5.32593, -3.35906, -3.26685], [4.10222, -4.55930, -3.78192], [5.13028, -4.78936, -1.19173], [3.57210, -5.60197, -1.44144], [3.80588, -4.47342, -0.08676], [-4.36210, -1.53610, 6.92228], [-3.31938, -0.66443, 5.58336], [-2.38413, 0.27642, 5.97451], [-1.62543, 0.91235, 5.00218], [-1.80920, 0.60322, 3.65638], [-2.72338, -0.37646, 3.29245], [-3.49438, -1.00744, 4.25299], [-1.06114, 1.23043, 2.63274], [-0.94464, 2.48893, 2.69689], [-0.12071, 3.27426, 1.75696], [0.03470, 4.63658, 1.99467], [0.80981, 5.38226, 1.12298], [1.39883, 4.73573, 0.05186], [1.19618, 3.36662, -0.09501], [0.45520, 2.64204, 0.73345], [-2.24077, 0.50324, 7.02232], [-0.86548, 1.62844, 5.28908], [-2.82162, -0.66646, 2.25666], [-4.19946, -1.77064, 3.95499], [-1.46205, 3.07220, 3.46679], [-0.46017, 5.09453, 2.84212], [0.94815, 6.44558, 1.27734], [2.01395, 5.26432, -0.66493], [1.65980, 2.82329, -0.90653], [-4.11545, -0.04980, -2.57416], [-2.74085, 0.34158, -2.48028], [-2.20429, 0.93605, -3.54687], [-2.88501, 1.17730, -4.72740], [-2.22649, 1.80643, -5.78007], [-3.18336, 2.13536, -7.39286], [-0.91861, 2.18581, -5.68808], [-0.21067, 1.93324, -4.49956], [-0.84406, 1.31354, -3.42269], [-0.26406, 1.02954, -2.24696], [1.19948, 2.29216, -4.40702], [1.92611, 2.10670, -3.34088], [3.20503, 2.52061, -3.66794], [4.37065, 2.51089, -2.90665], [5.52651, 2.97952, -3.50273], [5.53074, 3.45095, -4.82306], [4.37979, 3.46241, -5.59257], [3.22347, 2.98500, -4.98918], [1.92657, 2.82791, -5.44194], [-4.72141, 0.81608, -2.84837], [-4.38530, -0.39458, -1.58188], [-4.21930, -0.85727, -3.30177], [-3.91371, 0.87614, -4.83586], [-0.44657, 2.67512, -6.52809], [0.69439, 1.27273, -2.24148], [4.36147, 2.12321, -1.89641], [6.45347, 2.96157, -2.94501], [6.45879, 3.80267, -5.25607], [4.38789, 3.81689, -6.61573], [1.58624, 3.02495, -6.36386], [-3.75961, 2.12649, 0.96089], [-2.60664, 2.19371, 0.10752], [-3.17501, 2.71716, -1.11581], [-2.11936, 3.11153, 0.50018], [2.45270, 0.44741, -0.83987], [3.44434, -0.11168, -0.63352], [4.68946, -0.72704, -0.40489], [4.99915, -1.34235, 0.82268], [5.27501, -1.83300, 1.83522], [5.62073, -0.80687, -1.45963], [6.38804, -0.87052, -2.32558], [-2.60217, -3.33031, 1.16488], [-3.22231, -2.66272, -0.18903], [-3.61370, -1.08727, 0.22208], [-1.97546, -2.41582, -1.26606], [-4.46707, -3.44667, -0.86185]],
  "forces_ev_per_a": [[1.295, 1.980, 0.016], [-0.026, -0.069, 0.034], [0.123, -0.007, -0.032], [-0.041, -0.004, 0.044], [-0.053, -0.051, -0.073], [-0.011, -0.004, 0.024], [0.071, 0.041, -0.045], [-0.140, 0.023, -0.002], [0.106, 0.024, 0.017], [-0.348, 0.034, 0.087], [0.070, 0.101, 0.064], [0.049, -0.122, -0.003], [-0.031, -0.011, 0.006], [-0.031, -0.042, -0.011], [-0.009, 0.059, -0.004], [0.001, 0.002, 0.025], [0.020, 0.005, -0.008], [0.011, 0.044, 0.001], [-0.008, -0.013, -0.004], [-0.008, 0.008, 0.017], [0.022, 0.002, 0.016], [0.007, 0.007, -0.017], [0.000, 0.005, 0.000], [0.018, -0.008, 0.002], [0.066, 0.027, -0.024], [0.014, -0.001, -0.009], [-0.004, -0.004, -0.001], [-0.028, -0.003, -0.031], [-0.004, -0.004, 0.015], [0.190, -0.576, -0.241], [0.030, 0.050, -0.006], [0.004, -0.011, -0.001], [0.000, 0.000, 0.000], [0.000, 0.003, 0.012], [0.002, -0.005, 0.007], [-0.018, 0.035, 0.006], [0.005, 0.025, 0.007], [0.011, 0.002, 0.003], [0.001, 0.010, -0.004], [-0.005, -0.005, 0.012], [-0.006, 0.004, 0.005], [-0.006, 0.000, -0.006], [-0.013, 0.002, 0.011], [0.002, 0.004, 0.004], [-0.008, -0.014, -0.008], [0.020, 0.021, -0.001], [-0.006, 0.004, -0.003], [0.019, 0.073, -0.088], [0.159, -0.132, 0.060], [0.014, -0.030, 0.003], [-0.076, 0.005, 0.084], [0.049, -0.036, -0.025], [0.018, -0.052, 0.021], [0.001, 0.026, -0.024], [-0.007, 0.010, 0.034], [0.020, -0.042, -0.062], [-0.038, -0.036, 0.054], [0.064, 0.046, 0.011], [-0.002, -0.002, 0.000], [0.009, 0.002, 0.007], [-0.324, -0.031, -0.069], [0.001, -0.002, -0.001], [0.023, -0.002, 0.029], [0.000, -0.002, 0.000], [-0.006, -0.002, -0.005], [-0.004, 0.012, 0.012], [0.054, -0.032, -0.058], [-0.026, 0.097, 0.079], [0.076, -0.125, -0.169], [-0.045, 0.002, -0.017], [0.019, -0.010, -0.012], [-0.035, -0.026, 0.036], [-0.002, 0.007, -0.006], [0.004, 0.010, -0.012], [0.027, 0.001, -0.026], [-0.012, 0.044, 0.048], [0.031, -0.070, 0.015], [-0.049, -0.026, -0.042], [0.032, 0.011, 0.124], [0.014, 0.011, 0.032], [0.023, 0.000, 0.005], [0.004, 0.004, -0.008], [-0.005, -0.001, 0.009], [-0.001, -0.002, 0.009], [0.000, -0.018, -0.037], [-0.013, 0.018, 0.026], [0.003, 0.005, 0.016], [0.001, -0.034, -0.002], [-0.008, -0.003, 0.002], [-0.002, 0.014, -0.005], [0.010, 0.000, 0.005], [0.002, -0.042, -0.085], [-0.013, 0.013, -0.016], [0.001, -0.008, -0.005], [0.003, -0.001, 0.004], [0.002, 0.000, -0.003], [0.009, -0.009, 0.003], [0.004, -0.036, -0.015], [-0.200, 0.098, -0.055], [-0.009, -0.011, 0.014], [-0.024, -0.053, -0.045], [-0.078, -0.030, -0.033], [0.052, 0.103, 0.087], [0.070, -0.039, -0.073], [-0.088, 0.088, 0.083], [-0.020, -0.039, 0.021], [-0.038, -0.023, -0.010], [0.011, -0.009, -0.024], [-0.109, -0.094, -0.032], [-0.322, -0.637, 0.052], [-0.405, -0.303, 0.197], [-0.206, -0.256, -0.057], [0.003, 0.041, 0.036]],
  "homo_lumo_gap_ev": 5.5375,
  "total_energy_ev": -288681.012,
  "e_above_lowest_kj_mol": 0.0,
  "charge": -2,
  "e_homo_ha": -0.07808,
  "fmax_ev_per_a": 2.37
}